(one)
Below is a 2-piece molecular cluster, CH8N2O2 overall, with properties calculated with the ωB97M-V functional and the def2-TZVPD basis.

Last column: natural (NBO) charge in e.
Atoms and positions in Å:
C (1.50300, -0.66208, -0.44216)  -0.4358
N (0.73101, 0.46546, 0.08393)  -0.3769
O (1.41583, 1.67104, -0.32574)  -0.5975
H (1.80385, 2.00359, 0.50292)  0.4666
H (-0.83387, 0.24515, 0.94825)  0.3914
H (2.53676, -0.64821, -0.08739)  0.2029
H (1.51813, -0.61924, -1.53451)  0.1820
H (0.99852, -1.58499, -0.14423)  0.2050
N (-1.89599, 0.26236, 0.39675)  -0.6235
O (-2.45693, -1.07119, 0.62874)  -0.6099
H (-2.49983, -1.45424, -0.26595)  0.4590
H (-2.65114, 0.87909, 0.70623)  0.3553
H (-0.16933, 0.51325, -0.46684)  0.3815

Summary:
- SMILES: CNO.NO
- Total charge: 0
- HOMO level: -0.3418 Ha

=====

(two)
Below is a 3-piece molecular cluster, CH8N2O2 overall, with properties calculated with the ωB97M-V functional and the def2-TZVPD basis.

Last column: natural (NBO) charge in e.
Atoms and positions in Å:
N (3.01977, 1.85785, 0.08822)  -0.8554
C (2.58391, 0.88500, 1.01327)  0.2997
N (2.27336, 1.12194, 2.22867)  -0.6940
H (3.33621, 2.73004, 0.48002)  0.3716
H (2.39813, 1.99161, -0.68825)  0.3903
H (2.18421, -0.01622, 0.56535)  0.1617
H (2.94196, 1.80512, 2.60363)  0.3257
H (-1.15515, 1.49254, -0.16563)  0.4715
H (-0.88492, 0.18294, 0.62640)  0.4775
O (-1.05772, 0.54687, -0.23993)  -0.9486
H (-5.89850, -3.85458, -2.18878)  0.4641
H (-4.45051, -4.15024, -2.16972)  0.4646
O (-5.29076, -4.59289, -2.15326)  -0.9288

Summary:
- SMILES: [H]/N=C\N.O.O
- Total charge: 0
- HOMO level: -0.3379 Ha

=====

Calculated relative energies: (one) 3.459; (two) 0.000, given in eV

=====

(one)
Below is H4N2Si in the gas phase, with properties calculated with the ωB97M-V functional and the def2-TZVPD basis.

Last column: natural (NBO) charge in e.
Atoms and positions in Å:
N (1.63648, -1.70287, 0.34024)  -0.1964
N (0.72343, -1.16009, -0.26260)  -0.5246
Si (-0.49479, 0.07268, -0.24292)  0.9547
H (2.10386, -1.05817, 1.12479)  0.2438
H (-1.38227, -0.43022, 0.79268)  -0.1597
H (-0.30363, 1.61171, 0.17567)  -0.1798
H (-1.07516, 0.03635, -1.77324)  -0.1379

Summary:
- SMILES: [H]/N=N\[SiH3]
- Total charge: 0
- HOMO level: -0.3158 Ha

=====

(two)
Below is H4N2Si in the gas phase, with properties calculated with the ωB97M-V functional and the def2-TZVPD basis.

Last column: natural (NBO) charge in e.
Atoms and positions in Å:
N (-0.63947, 0.41730, -0.79237)  -0.8607
N (0.67007, -0.31464, -0.72613)  -0.8504
Si (-0.04485, -0.02537, 0.80360)  1.3996
H (-0.46532, 1.31113, -1.33990)  0.3790
H (0.64781, -1.13787, -1.16236)  0.3529
H (0.49208, 0.87312, 1.67623)  -0.2185
H (-0.66032, -1.12366, 1.54093)  -0.2019

Summary:
- SMILES: N1N[SiH2]1
- Total charge: 0
- HOMO level: -0.3260 Ha

=====

Calculated relative energies: (one) 0.706; (two) 0.000, given in eV